# 1
{"formula": "C23H40NO2P3Pd", "method": "the ωB97M-V functional and the def2-TZVPD basis", "homo_lumo_gap_ev": [4.888, 2.315], "s_squared": 6.01, "spin_multiplicity": 5, "e_homo_ev": [-16.26, -16.26], "e_tot_ev": -61383.575, "total_charge": 4, "relative_energy_ev": 3.9108, "symbols": ["P", "C", "H", "H", "H", "C", "H", "H", "H", "C", "H", "H", "H", "P", "C", "H", "H", "H", "C", "H", "H", "H", "C", "H", "H", "H", "P", "C", "H", "H", "H", "C", "H", "H", "H", "C", "H", "H", "H", "Pd", "C", "O", "C", "O", "C", "C", "C", "C", "C", "C", "H", "H", "H", "H", "H", "H", "N", "C", "C", "C", "C", "C", "C", "H", "H", "H", "H", "H", "H", "H"], "xyz": [[3.84593, -0.43103, 0.76486], [4.48370, -0.82660, 2.36481], [5.13475, 0.04591, 2.60758], [5.11472, -1.74981, 2.24687], [3.69359, -0.97215, 3.14265], [3.35448, -1.88209, -0.20867], [3.16550, -1.65688, -1.27677], [2.42340, -2.32224, 0.19050], [4.15277, -2.63875, -0.13719], [5.00948, 0.57856, -0.16028], [5.97875, 0.05884, -0.23816], [5.18822, 1.54048, 0.35019], [4.65864, 0.79505, -1.18162], [-0.98494, 3.92360, -0.63902], [-0.84144, 4.41246, 1.09893], [-1.68190, 5.07335, 1.35370], [0.13144, 4.88653, 1.27183], [-0.87853, 3.49095, 1.70042], [-0.45019, 5.41834, -1.52367], [-0.48304, 5.12592, -2.58365], [0.57806, 5.66199, -1.24482], [-1.18300, 6.21394, -1.31340], [-2.74144, 4.22371, -0.93264], [-3.04990, 4.90710, -0.11912], [-3.24147, 3.23372, -0.91852], [-2.83092, 4.68379, -1.93567], [-3.17766, -2.54720, 0.31777], [-3.85105, -2.93142, 1.91779], [-4.02050, -4.02973, 1.96355], [-4.81400, -2.39703, 2.06934], [-3.11662, -2.63509, 2.69397], [-4.42080, -2.55392, -0.97376], [-4.90675, -3.54460, -0.99611], [-3.98433, -2.35800, -1.96853], [-5.19925, -1.79299, -0.79101], [-1.73420, -3.53843, -0.10068], [-2.05116, -4.46606, -0.61402], [-1.21163, -3.82251, 0.82661], [-1.01079, -3.00607, -0.75289], [0.14525, -0.21975, -2.80574], [2.17027, 0.34368, 0.56323], [0.98480, 0.34267, 0.42326], [-2.50825, -0.83011, 0.36430], [-2.01312, 0.22900, 0.47505], [-1.39435, -0.56598, -4.16466], [-0.71092, -1.77879, -3.90386], [0.69712, -1.88198, -3.98414], [1.40974, -0.73466, -4.36905], [0.75112, 0.46136, -4.68099], [-0.63841, 0.55308, -4.54775], [-2.47201, -0.52616, -3.96276], [-1.23871, -2.65915, -3.52836], [1.21228, -2.79284, -3.61190], [2.49641, -0.82716, -4.39034], [1.35928, 1.32921, -4.91780], [-1.15288, 1.48723, -4.69664], [0.97319, -2.06000, 2.88659], [0.75149, -1.47288, 4.11464], [1.58970, -1.78702, 5.20614], [1.44707, -1.11716, 6.41440], [0.42238, -0.15858, 6.56242], [-0.48468, 0.07174, 5.51264], [-0.28272, -0.51639, 4.26708], [1.49088, -2.94491, 2.86048], [0.26614, -1.99778, 2.16630], [2.34352, -2.57630, 5.08931], [2.13423, -1.38369, 7.23294], [0.33560, 0.39098, 7.50724], [-1.36041, 0.71370, 5.67045], [-0.93965, -0.26941, 3.42945]], "mulliken_charge": [1.006, -0.888, 0.435, 0.444, 0.221, -1.063, 0.259, 0.290, 0.463, -1.108, 0.423, 0.415, 0.320, 0.850, -1.052, 0.414, 0.383, 0.326, -1.158, 0.395, 0.408, 0.405, -1.166, 0.439, 0.319, 0.433, 0.966, -1.103, 0.434, 0.411, 0.380, -1.049, 0.425, 0.250, 0.419, -1.021, 0.453, 0.393, 0.202, 0.629, 0.076, -0.281, 0.208, -0.366, -0.705, 0.091, -0.776, -0.197, -0.696, -0.417, 0.480, 0.550, 0.446, 0.530, 0.491, 0.558, -0.199, 0.617, -0.411, -0.616, -0.573, -0.624, -0.250, 0.329, -0.173, 0.390, 0.394, 0.387, 0.396, 0.339]}

# 2
{"formula": "C23H41AuCl3N3O3Si", "method": "the ωB97M-V functional and the def2-TZVPD basis", "homo_lumo_gap_ev": [6.481, 5.710], "s_squared": 2.03, "spin_multiplicity": 3, "e_homo_ev": [-5.95, -8.58], "e_tot_ev": -84264.869, "relative_energy_ev": 0.0000, "symbols": ["C", "C", "H", "H", "H", "C", "C", "H", "H", "H", "H", "Au", "Cl", "Cl", "H", "H", "C", "C", "N", "H", "C", "O", "H", "H", "H", "H", "H", "H", "C", "C", "N", "H", "C", "O", "H", "H", "H", "H", "O", "C", "C", "C", "H", "C", "H", "C", "H", "C", "C", "H", "H", "H", "Si", "Cl", "C", "C", "C", "H", "H", "H", "H", "H", "H", "H", "H", "H", "C", "C", "C", "N", "H", "H", "H", "H", "H"], "xyz": [[-1.64653, -2.00100, -4.35958], [-1.20934, -2.77869, -3.14608], [-1.52322, -2.59363, -5.27319], [-1.04532, -1.09286, -4.46127], [-2.70146, -1.69321, -4.29238], [-1.06047, -4.12419, -3.10232], [-1.15209, -5.07754, -4.23494], [-0.71135, -4.58208, -2.17529], [-1.04787, -4.57010, -5.20167], [-2.08713, -5.65295, -4.25192], [-0.35067, -5.83058, -4.15131], [0.80752, 1.33713, 0.14024], [-3.52023, -0.08865, -1.38034], [2.02032, 3.06608, -0.65465], [0.64716, 5.57697, 3.21507], [-1.99086, 6.34414, 2.04752], [0.83721, 5.47708, 2.13554], [-1.38056, 6.09795, 1.15783], [-0.38770, 5.07965, 1.46156], [1.56560, 4.66989, 1.99584], [-0.81529, 3.78437, 1.63887], [-0.31827, 2.99225, 2.45086], [-2.06294, 5.67897, 0.40576], [-1.64646, 3.51031, 0.95354], [1.21805, 6.42360, 1.72776], [-0.93246, 7.03013, 0.77920], [2.18938, -1.28486, -3.61981], [1.84245, -3.82233, -2.42683], [3.16053, -1.32169, -3.11156], [2.88745, -3.58924, -2.16868], [3.06540, -2.16403, -1.93040], [3.43863, -0.31761, -2.78567], [3.43388, -1.66043, -0.70811], [3.72554, -0.48272, -0.49164], [3.13893, -4.13553, -1.24934], [3.42612, -2.43027, 0.10109], [3.90742, -1.73914, -3.80073], [3.51701, -3.91065, -3.01647], [0.40660, -1.29100, -2.29356], [-0.47652, -2.09926, -2.03770], [0.42525, -2.55052, 0.21882], [-0.68049, -2.58765, -0.64301], [1.22454, -1.83567, 0.02384], [0.46406, -3.36688, 1.33490], [-2.55245, -0.70509, -1.99133], [-1.87305, -3.14255, -0.16176], [1.36206, -3.37806, 1.95426], [-0.67080, -4.10140, 1.69878], [-1.86414, -3.91823, 0.99263], [-2.80590, -2.88832, -0.67785], [-0.64394, -4.73958, 2.58155], [-2.77928, -4.36503, 1.38384], [-0.20912, 3.05634, -3.66400], [0.48078, 1.07810, -3.39340], [1.40333, 3.93127, -4.09313], [-1.18672, 3.40068, -2.10172], [-1.31165, 3.14682, -5.18360], [2.17061, 3.74867, -3.32227], [1.26268, 5.02165, -4.17878], [1.76069, 3.55933, -5.07346], [-0.82596, 2.69041, -6.05035], [-1.55701, 4.18076, -5.45350], [-2.26192, 2.61248, -5.04229], [-1.25009, 2.47287, -1.51770], [-2.21711, 3.72055, -2.31218], [-0.71090, 4.15391, -1.46905], [0.21965, -0.41667, 4.55962], [-0.72509, -1.10684, 3.55628], [-0.54473, -0.57683, 2.21643], [-0.24536, 0.01794, 1.25640], [1.27352, -0.55690, 4.28446], [0.04550, -0.80235, 5.56797], [0.01082, 0.65835, 4.55580], [-0.57328, -2.19120, 3.54771], [-1.78276, -0.95435, 3.81766]], "mulliken_charge": [-1.351, 1.012, 0.422, 0.159, 0.294, -0.265, -1.445, 0.431, 0.372, 0.296, 0.325, 0.341, -0.229, -0.585, 0.310, 0.313, -0.859, -0.926, 0.391, 0.254, -0.112, -0.630, 0.318, 0.350, 0.290, 0.315, 0.171, 0.142, -0.850, -0.749, 0.327, 0.304, 0.120, -0.569, 0.306, 0.300, 0.346, 0.338, -0.118, -0.902, 0.089, 1.160, 0.484, -1.136, 0.142, -0.243, 0.441, -0.624, -0.722, 0.371, 0.470, 0.408, 0.036, -0.020, -0.917, -0.472, -1.007, 0.234, 0.321, 0.252, 0.274, 0.331, 0.268, -0.093, 0.503, 0.183, -1.164, -0.197, 0.436, -0.165, 0.318, 0.383, 0.281, 0.091, 0.329]}

# 3
{"formula": "C23H41Cl3N3O3SiZn", "method": "the ωB97M-V functional and the def2-TZVPD basis", "homo_lumo_gap_ev": 4.827, "e_homo_ev": -3.13, "e_tot_ev": -128992.926, "total_charge": -1, "symbols": ["C", "C", "H", "H", "H", "C", "C", "H", "H", "H", "H", "Zn", "Cl", "Cl", "C", "O", "N", "C", "C", "H", "H", "H", "H", "H", "H", "H", "H", "H", "C", "C", "N", "H", "C", "O", "H", "H", "H", "H", "O", "C", "C", "C", "H", "C", "H", "C", "H", "C", "C", "H", "H", "H", "Si", "Cl", "C", "C", "C", "H", "H", "H", "H", "H", "H", "H", "H", "H", "C", "C", "C", "N", "H", "H", "H", "H", "H"], "xyz": [[1.93541, -1.20629, -3.65236], [1.11626, -0.04508, -3.22751], [2.55191, -0.93787, -4.51679], [1.30270, -2.04687, -3.96551], [2.59108, -1.56322, -2.85618], [0.41818, 0.76018, -4.04582], [0.18369, 0.48863, -5.48398], [-0.02157, 1.66815, -3.63046], [-0.13073, -0.54765, -5.64196], [1.06156, 0.68973, -6.10237], [-0.61609, 1.14225, -5.82898], [2.93654, -2.96584, 1.66064], [5.01666, -2.28844, 1.02706], [-1.40328, -2.71551, 1.49946], [-0.03064, 2.52829, 2.15659], [-1.09050, 1.90085, 2.23327], [0.06852, 3.87814, 2.14551], [-1.10681, 4.70881, 2.34118], [1.35803, 4.54922, 2.15457], [0.96002, 2.02207, 2.09225], [-1.98831, 4.07249, 2.45064], [-1.23752, 5.38116, 1.48253], [-0.97212, 5.32887, 3.23723], [2.13337, 3.84097, 1.83735], [1.59136, 4.91914, 3.16527], [1.34234, 5.40124, 1.46322], [-1.93860, -1.40465, -2.44273], [-1.96502, 0.95956, -2.83301], [-2.65826, -1.35705, -1.61949], [-2.87218, 1.00981, -2.21006], [-2.79855, 0.00951, -1.16510], [-2.29071, -1.97997, -0.79908], [-3.00618, 0.31282, 0.15379], [-3.24608, -0.50656, 1.04904], [-2.96518, 2.01013, -1.77253], [-2.94971, 1.39388, 0.37582], [-3.62983, -1.72434, -1.97269], [-3.74011, 0.80315, -2.85433], [-0.21238, -0.48884, -1.33378], [0.87044, 0.17627, -1.68785], [-0.31017, 2.29164, -0.89394], [0.89286, 1.70020, -1.26885], [-1.12235, 1.65114, -0.54533], [-0.47102, 3.67413, -1.00422], [1.68780, -0.31802, -1.14987], [2.02962, 2.50424, -1.36729], [-1.47011, 4.08407, -0.93061], [0.63607, 4.49054, -1.19378], [1.88959, 3.89608, -1.33838], [3.01055, 2.03320, -1.47300], [0.52429, 5.57588, -1.22289], [2.76805, 4.52355, -1.41917], [-0.01937, -4.20245, 0.83209], [1.77273, -2.51787, -0.05358], [-1.56445, -5.45501, 0.64356], [1.23106, -4.53357, 2.28260], [0.87627, -5.34599, -0.40989], [-2.41821, -4.98311, 0.13890], [-1.89636, -5.78042, 1.63923], [-1.31898, -6.35054, 0.05626], [0.41327, -5.31964, -1.39439], [0.80028, -6.38518, -0.06827], [1.93781, -5.15768, -0.53996], [1.38416, -3.69004, 2.97965], [2.18553, -4.90912, 1.87601], [0.82228, -5.37281, 2.84437], [-0.67150, -0.65217, 5.08656], [0.52552, -0.03658, 4.36843], [0.97662, -0.77697, 3.22856], [1.56183, -1.42286, 2.45897], [-1.58878, -0.48948, 4.52333], [-0.79313, -0.20145, 6.07255], [-0.52246, -1.72174, 5.22430], [0.29108, 0.99446, 4.08610], [1.38190, 0.02639, 5.04914]], "mulliken_charge": [-1.554, 0.200, 0.419, 0.258, 0.287, 0.091, -1.677, 0.350, 0.310, 0.335, 0.399, 0.281, -0.455, -0.325, -0.006, -0.648, 0.396, -1.065, -1.040, 0.417, 0.260, 0.314, 0.366, 0.293, 0.318, 0.351, 0.325, 0.121, -0.806, -0.722, 0.461, -0.098, 0.098, -0.630, 0.229, 0.236, 0.316, 0.393, -0.320, 0.266, 1.787, -1.180, 0.044, -0.970, 0.070, -0.410, 0.485, -0.804, -0.636, 0.437, 0.431, 0.383, 1.438, -0.021, -1.395, -1.159, -1.660, 0.281, 0.354, 0.352, 0.326, 0.460, 0.452, 0.294, 0.257, 0.452, -1.292, 0.084, 0.311, -0.211, 0.314, 0.383, 0.346, -0.082, 0.336]}